102
Properties=species:S:1:pos:R:3 method="wB97M-V/def2-TZVPD" largest_force_ev_per_a=2.42 charge=+2 multiplicity=2 s_squared=0.75 de_lowest_kcal_mol=41.4 gap_ev="7.51 / 7.44"
Ti 0.06543 0.12693 1.07899
N 1.39295 0.05712 -0.42377
C 2.03034 1.32700 -0.25573
C 3.36358 1.57851 -0.43355
C 3.87918 2.86092 -0.16113
C 3.05803 3.88905 0.20613
C 1.67054 3.67358 0.36774
C 0.74121 4.67394 0.72039
C -0.57378 4.33237 0.90304
C -0.96570 2.99371 0.81430
N -0.12219 2.02098 0.50118
C 1.17383 2.36460 0.20050
H 0.70231 0.04863 -1.22740
H 2.02350 -0.73108 -0.56015
H 4.02730 0.79317 -0.77692
H 4.94252 3.02886 -0.25979
H 3.45913 4.87602 0.39426
H 1.08060 5.69298 0.85418
H -1.31256 5.07833 1.15483
H -1.99583 2.70870 0.98206
C -5.35907 4.16233 -0.70288
C -4.64788 3.49038 -1.88404
S -3.43121 2.20341 -1.48141
C -4.48963 0.79656 -1.05215
C -5.14341 0.85442 0.32880
S -3.91236 0.93219 1.68762
C -4.39859 2.37599 2.72216
C -5.16240 3.53017 2.09206
S -4.29677 4.43023 0.75862
H -6.22988 3.59240 -0.38538
H -5.70188 5.14855 -1.01293
H -4.05369 4.21957 -2.43409
H -5.37996 3.06279 -2.57000
H -5.25476 0.68872 -1.82334
H -3.79590 -0.04657 -1.11836
H -5.74757 -0.04181 0.49284
H -5.79801 1.71374 0.42536
H -3.44887 2.73255 3.12336
H -4.99559 1.97543 3.54127
H -5.31730 4.26395 2.88352
H -6.14623 3.23380 1.73348
F 2.24551 -0.54888 5.61662
C 2.08173 -0.65924 4.30727
F 3.28793 -0.69707 3.72155
F 1.48241 -1.82588 4.03514
C 1.24721 0.49107 3.67102
O 1.31000 0.32462 2.32133
C -0.24661 0.44761 4.18342
F -0.49128 -0.50960 5.05882
F -1.07295 0.20333 3.09282
F -0.67055 1.59423 4.69569
C 1.84427 1.90717 3.95062
F 3.06264 1.99009 3.41679
F 1.07534 2.80682 3.30352
F 1.90630 2.24003 5.22883
S 1.68429 -3.15277 -0.34810
C 3.17441 -3.31493 0.40169
N 3.83210 -4.45923 0.59309
C 5.08630 -4.28459 1.32202
C 5.17521 -2.75339 1.46763
N 3.93752 -2.29061 0.83311
H 3.43405 -5.35905 0.39247
H 5.92684 -4.68677 0.75826
H 5.04684 -4.78521 2.28983
H 6.03655 -2.34129 0.94195
H 5.21870 -2.43298 2.50775
H 3.54583 -1.39403 1.06352
N 0.33829 -0.40591 -5.06791
C 0.48038 -0.81820 -3.80830
S -0.74609 -0.51703 -2.67046
N 1.61022 -1.44041 -3.43356
C 2.90573 -1.38416 -4.00667
C 3.79864 -2.40181 -3.67953
C 5.11491 -2.33044 -4.10265
C 5.55263 -1.24882 -4.85366
C 4.66193 -0.23903 -5.18177
C 3.34155 -0.29709 -4.75990
H -0.53069 0.02855 -5.32621
H 0.97092 -0.70936 -5.79226
H 1.53716 -2.01916 -2.60243
H 3.45004 -3.24198 -3.09152
H 5.80360 -3.12245 -3.84080
H 6.58374 -1.19122 -5.17308
H 4.99506 0.61192 -5.76025
H 2.66951 0.51833 -4.99020
O -0.19759 -1.85509 1.59570
C -1.24827 -1.77371 0.94684
O -1.60158 -0.64544 0.45080
C -2.13780 -2.97187 0.67092
N -3.57088 -2.50885 0.71555
C -4.33720 -3.23116 -0.36985
C -3.32059 -4.18829 -0.99143
C -1.99218 -3.46687 -0.77128
H -1.96069 -3.77332 1.38507
H -3.53826 -1.49720 0.53201
H -3.97966 -2.63616 1.64022
H -4.67149 -2.49711 -1.10016
H -5.20252 -3.74001 0.04612
H -3.53987 -4.36951 -2.04071
H -3.31867 -5.14622 -0.46990
H -1.89302 -2.61146 -1.44206
H -1.11731 -4.10201 -0.88708